# 1
A molecular structure, C21H54AlN7O11P in a non-equilibrium geometry. Source: the Open Molecules 2025 dataset; level of theory: ωB97M-V/def2-TZVPD.

Summary:
Energy in eV: -71500.0566
M in g/mol: 638.66
Kohn-Sham gap in Eh: 0.238
HOMO level in eV: -4.9
F_max in Eh/bohr: 0.022

ORCA input file:
```
! RIJCOSX wB97M-V def2-TZVPD def2/J DEFGRID3
* xyz -1 1
O -1.16227 -3.14365 -0.95480
P -1.82916 -2.00801 -1.65324
O -1.03505 -1.75652 -3.07243
O -1.51057 -0.69139 -0.73565
Al -4.23690 -2.34740 -1.79755
O -5.06515 -0.89878 -2.44315
H -1.67800 -1.53898 -3.75419
H -2.01150 0.06215 -1.08005
H -4.46622 -3.61106 -2.67434
H -4.69850 -2.52021 -0.27335
H -4.54492 -0.36405 -3.04431
C 3.43761 -5.00490 -0.47509
C 4.00662 -3.64724 -0.82396
O 5.16042 -3.51825 -1.22349
N 3.18991 -2.58431 -0.68149
C 1.80317 -2.56392 -0.22996
H 4.21119 -5.74845 -0.64328
H 3.12879 -5.04007 0.57028
H 2.57305 -5.23542 -1.09827
H 3.61894 -1.70708 -0.93024
H 1.16070 -2.14504 -0.99894
H 1.72839 -1.93926 0.66234
H 1.44489 -3.55918 0.00165
C -2.58985 1.84786 2.69094
C -1.84867 2.06319 1.39202
O -2.43147 2.14195 0.32275
N -0.49665 2.16324 1.45824
C 0.34937 2.10514 2.63308
H -3.64982 1.78556 2.46415
H -2.27426 0.91754 3.16441
H -2.40821 2.67388 3.38083
H -0.06053 2.29186 0.55929
H 0.90817 3.03221 2.73409
H 1.05656 1.27500 2.54954
H -0.24605 1.97293 3.52734
C 1.16874 5.94048 5.58170
C 0.16909 5.60377 4.49854
O -0.20354 4.45846 4.29505
N -0.30437 6.62469 3.74261
C 0.01694 8.03735 3.81143
H 1.44371 5.01819 6.08416
H 2.06421 6.39678 5.15820
H 0.73757 6.62875 6.30948
H -0.96819 6.32722 3.04392
H -0.87768 8.62640 4.01030
H 0.43200 8.37696 2.86288
H 0.74234 8.22774 4.59644
C -2.73044 -4.80501 3.54457
C -2.47630 -4.48146 2.08164
O -3.35990 -4.59652 1.25112
N -1.23218 -4.05005 1.74857
C -0.10692 -3.87676 2.63145
H -3.76372 -5.12552 3.64019
H -2.07449 -5.60607 3.89045
H -2.57151 -3.92774 4.17372
H -1.10966 -3.81368 0.75879
H 0.22811 -2.83553 2.63247
H 0.73712 -4.49896 2.31715
H -0.36439 -4.15049 3.65100
C 6.69161 -2.04652 -3.34398
C 7.85758 -1.90244 -4.28933
O 8.90902 -1.36946 -3.97192
N 7.69846 -2.40328 -5.54947
C 6.53836 -3.06676 -6.10473
H 6.95860 -1.61257 -2.38687
H 5.81501 -1.52858 -3.73678
H 6.43463 -3.09080 -3.18175
H 8.50694 -2.28054 -6.13753
H 6.78749 -4.08025 -6.42642
H 6.15377 -2.51966 -6.96826
H 5.75051 -3.12986 -5.36162
C -2.45698 11.13608 0.16028
C -1.19828 10.58792 0.79336
O -1.02618 10.60508 2.00140
N -0.25768 10.06625 -0.03766
C -0.29617 9.95604 -1.48177
H -3.09696 11.50847 0.95394
H -2.22624 11.95302 -0.52441
H -2.98817 10.35860 -0.38968
H 0.55771 9.71888 0.44189
H -0.22620 8.91211 -1.79064
H 0.53357 10.50351 -1.93211
H -1.22488 10.36423 -1.86638
C -4.08406 -7.68985 -3.52575
C -4.50215 -6.63172 -2.52361
O -5.26901 -5.73272 -2.79652
N -3.95395 -6.69256 -1.27396
C -3.01610 -7.65351 -0.75174
H -4.59815 -7.48335 -4.45995
H -3.00699 -7.66271 -3.69827
H -4.35812 -8.68819 -3.17974
H -4.24468 -5.93438 -0.66786
H -3.42795 -8.16876 0.12051
H -2.08949 -7.16089 -0.44632
H -2.77534 -8.39921 -1.50531
*
```

In elementary charge units, the Mulliken charges are:
1. O -0.826
2. P 0.247
3. O -0.539
4. O -0.242
5. Al 0.241
6. O -0.540
7. H 0.345
8. H 0.240
9. H -0.098
10. H -0.231
11. H 0.225
12. C -1.259
13. C 0.689
14. O -0.654
15. N -0.062
16. C -0.444
17. H 0.302
18. H 0.334
19. H 0.378
20. H 0.227
21. H 0.156
22. H 0.165
23. H 0.085
24. C -1.266
25. C 0.842
26. O -0.703
27. N -0.059
28. C -0.825
29. H 0.325
30. H 0.355
31. H 0.294
32. H 0.208
33. H 0.244
34. H 0.276
35. H 0.322
36. C -1.342
37. C 0.741
38. O -0.582
39. N -0.116
40. C -0.736
41. H 0.306
42. H 0.371
43. H 0.355
44. H 0.213
45. H 0.291
46. H 0.136
47. H 0.345
48. C -1.533
49. C 0.901
50. O -0.531
51. N 0.173
52. C -0.928
53. H 0.303
54. H 0.395
55. H 0.378
56. H 0.167
57. H 0.195
58. H 0.216
59. H 0.467
60. C -1.137
61. C 0.638
62. O -0.666
63. N -0.156
64. C -0.764
65. H 0.321
66. H 0.345
67. H 0.373
68. H 0.218
69. H 0.271
70. H 0.273
71. H 0.289
72. C -1.325
73. C 0.806
74. O -0.620
75. N -0.139
76. C -0.862
77. H 0.290
78. H 0.378
79. H 0.368
80. H 0.215
81. H 0.299
82. H 0.290
83. H 0.316
84. C -1.401
85. C 0.893
86. O -0.584
87. N -0.091
88. C -0.885
89. H 0.315
90. H 0.341
91. H 0.359
92. H 0.220
93. H 0.277
94. H 0.205
95. H 0.389

# 2
2 unconnected molecules or ions with the total composition C17H23N5O3 in a non-equilibrium geometry. Source: the Open Molecules 2025 dataset; level of theory: ωB97M-V/def2-TZVPD.

Summary:
Energy in eV: -31597.1677
M in g/mol: 345.40
Kohn-Sham gap in Eh: 0.315
HOMO level in eV: -8.4
SMILES: CNC(=O)[C@H](Cc1c[nH]c2ccccc12)NC(C)=O.O=C1NCCN1
F_max in Eh/bohr: 0.042

ORCA input file:
```
! RIJCOSX wB97M-V def2-TZVPD def2/J DEFGRID3
* xyz 0 1
C 2.41159 2.59624 -1.30438
N 1.26808 1.88851 -1.87763
C 0.01348 1.80370 -1.42203
O -0.81344 1.21422 -2.10811
C -0.40439 2.41228 -0.06755
C -0.82525 1.30075 0.91072
C 0.23928 0.33112 1.33497
C 1.53828 0.62662 1.57481
N 2.20895 -0.50702 1.98755
C 1.36309 -1.58920 2.07933
C 1.55956 -2.92134 2.46948
C 0.46230 -3.79841 2.47196
C -0.80720 -3.33364 2.08404
C -0.99078 -1.99303 1.69175
C 0.08923 -1.08290 1.68053
N -1.53300 3.33541 -0.25170
C -1.81323 4.43734 0.44172
C -0.89336 4.87849 1.56351
O -2.79828 5.10531 0.17437
H 2.11287 3.57631 -0.92930
H 2.85752 2.00612 -0.50423
H 3.16725 2.74425 -2.07816
H 1.40594 1.43595 -2.76952
H 0.43908 2.94819 0.35688
H -1.22328 1.76097 1.81541
H -1.64093 0.73303 0.45984
H 1.97923 1.60936 1.48227
H 3.18585 -0.51923 2.24291
H 2.53749 -3.26583 2.76932
H 0.59018 -4.82881 2.77434
H -1.65050 -4.01089 2.08775
H -1.96913 -1.65186 1.38540
H -2.19139 3.10787 -0.98411
H -0.79829 4.08114 2.29654
H -1.32636 5.75522 2.04298
H 0.07953 5.13681 1.15332
O -2.83427 -2.37048 -3.45453
C -1.79442 -2.62927 -2.88353
N -1.09192 -1.78861 -2.07032
C 0.18903 -2.39177 -1.74008
C -0.07264 -3.88165 -1.99582
N -1.16669 -3.83946 -2.95271
H -1.17991 -0.78643 -2.25175
H 0.97118 -2.01603 -2.40834
H 0.48853 -2.21025 -0.70596
H 0.81350 -4.38428 -2.39634
H -0.38419 -4.38204 -1.07226
H -1.76814 -4.64278 -3.10328
*
```

In elementary charge units, the Mulliken charges are:
1. C -0.767
2. N -0.098
3. C 0.017
4. O -0.842
5. C 0.126
6. C -0.887
7. C 0.615
8. C -1.243
9. N -0.029
10. C -0.154
11. C -0.997
12. C -0.422
13. C -0.979
14. C 0.275
15. C 0.556
16. N -0.083
17. C 0.691
18. C -0.957
19. O -0.673
20. H 0.284
21. H 0.191
22. H 0.354
23. H 0.342
24. H 0.398
25. H 0.507
26. H 0.177
27. H 0.575
28. H 0.199
29. H 0.403
30. H 0.412
31. H 0.420
32. H 0.392
33. H 0.240
34. H 0.294
35. H 0.320
36. H 0.244
37. O -0.697
38. C 0.289
39. N 0.098
40. C 0.004
41. C -0.482
42. N -0.270
43. H 0.186
44. H 0.278
45. H -0.148
46. H 0.307
47. H 0.250
48. H 0.284

# 3
A single C21H27N3OS molecule. Source: the Open Molecules 2025 dataset; level of theory: ωB97M-V/def2-TZVPD.

Summary:
Energy in eV: -39568.6157
M in g/mol: 369.53
Kohn-Sham gap in Eh: 0.312
HOMO level in eV: -7.9
SMILES: Cc1ccc(NC(=S)N[C@@H]2C[C@H]3CC[C@@H](C2)N3Cc2ccco2)cc1C
F_max in Eh/bohr: 0.016

ORCA input file:
```
! RIJCOSX wB97M-V def2-TZVPD def2/J DEFGRID3
* xyz 0 1
C -7.26764 -0.21364 0.73258
C -5.92608 0.36852 0.41101
C -5.63249 1.68483 0.74082
C -4.40048 2.24133 0.46152
C -3.41770 1.47785 -0.16272
N -2.18674 2.07286 -0.45067
C -0.93535 1.53073 -0.49449
S 0.27217 2.48009 -1.11217
N -0.78803 0.28699 -0.00159
C 0.43777 -0.49271 0.07841
C 1.49505 0.16849 0.97042
C 2.83174 -0.56380 0.84584
C 2.69093 -2.08308 1.10455
C 2.39867 -2.66051 -0.28832
C 2.39978 -1.41272 -1.20308
C 1.01300 -0.77422 -1.31326
N 3.24863 -0.44111 -0.54039
C 4.67093 -0.58884 -0.76327
C 5.38343 0.60713 -0.22296
C 5.03791 1.92557 -0.21715
C 6.09234 2.60571 0.44103
C 6.99705 1.65190 0.78420
O 6.57513 0.43488 0.39013
C -3.71762 0.16676 -0.52681
C -4.95342 -0.39396 -0.24252
C -5.24047 -1.80666 -0.64949
H -7.16399 -1.09570 1.36388
H -7.88699 0.51271 1.25211
H -7.78260 -0.51845 -0.17817
H -6.38434 2.28794 1.22893
H -4.19224 3.26778 0.72466
H -2.20092 3.06595 -0.64114
H -1.57962 -0.06905 0.51414
H 0.13614 -1.44233 0.53189
H 1.15526 0.17884 2.00810
H 1.64392 1.19499 0.63820
H 3.56307 -0.09470 1.50731
H 1.90196 -2.29335 1.82449
H 3.62214 -2.48166 1.50751
H 1.44944 -3.19138 -0.33617
H 3.18288 -3.35096 -0.59957
H 2.77299 -1.63442 -2.20565
H 0.33415 -1.42043 -1.87339
H 1.12146 0.16934 -1.84628
H 4.82970 -0.65124 -1.84601
H 5.10660 -1.49262 -0.30429
H 4.14309 2.34629 -0.62550
H 6.16246 3.65755 0.62885
H 7.94129 1.70150 1.28913
H -2.99311 -0.41332 -1.07959
H -4.38726 -2.24409 -1.16150
H -6.10081 -1.84463 -1.31637
H -5.47316 -2.41697 0.22279
*
```

In elementary charge units, the Mulliken charges are:
1. C -1.469
2. C 1.096
3. C -1.001
4. C -0.912
5. C 0.210
6. N -0.098
7. C 0.240
8. S -0.463
9. N -0.053
10. C -0.481
11. C -1.091
12. C 0.018
13. C -1.019
14. C -0.882
15. C -0.216
16. C -1.096
17. N 0.147
18. C -0.738
19. C 0.199
20. C -0.138
21. C -0.636
22. C -0.453
23. O -0.392
24. C -0.771
25. C 1.103
26. C -1.645
27. H 0.322
28. H 0.379
29. H 0.323
30. H 0.329
31. H 0.422
32. H 0.301
33. H 0.503
34. H 0.141
35. H 0.309
36. H 0.325
37. H 0.537
38. H 0.412
39. H 0.359
40. H 0.437
41. H 0.324
42. H 0.631
43. H 0.331
44. H 0.378
45. H 0.396
46. H 0.216
47. H 0.651
48. H 0.435
49. H 0.468
50. H 0.551
51. H 0.390
52. H 0.332
53. H 0.339